The following is a DFT calculation (the ωB97M-V functional and the def2-TZVPD basis) of a 6-piece molecular cluster, C41H93ClN6O12P overall in a non-equilibrium geometry.

```
154
Properties=species:S:1:pos:R:3:lowdin_charge:R:1
C -4.64 3.00 -6.48 -0.10
C -3.74 1.77 -6.21 -0.26
C -2.86 1.95 -4.97 -0.22
C -3.65 1.76 -3.68 -0.20
C -3.15 2.62 -2.51 -0.19
C -2.02 1.96 -1.71 -0.21
C -2.30 0.56 -1.16 -0.22
C -3.45 0.49 -0.14 -0.19
C -4.34 -0.75 -0.30 -0.17
C -3.95 -2.00 0.52 -0.16
C -2.51 -1.96 1.03 -0.13
N -1.99 -3.29 1.43 0.03
C -2.87 -4.15 2.21 -0.20
O -3.42 -5.10 1.36 -0.11
C -3.92 -6.27 1.99 -0.16
C -3.66 -7.51 1.12 -0.20
O -3.66 -7.20 -0.25 -0.13
C -2.40 -7.21 -0.88 -0.28
C -2.58 -7.32 -2.39 -0.06
C -0.77 -3.60 1.05 -0.30
N 0.03 -2.78 0.34 0.24
C 1.18 -3.40 0.17 -0.39
N 2.21 -2.90 -0.52 0.19
C 3.34 -2.61 0.02 -0.36
C 3.50 -2.28 1.47 0.00
C 4.53 -2.53 -0.88 -0.01
N 1.17 -4.64 0.73 -0.15
P 2.38 -5.90 0.73 0.72
N 2.08 -7.08 -0.21 -0.25
N -0.09 -4.76 1.30 -0.40
Cl -0.49 -6.19 2.06 0.88
H -5.69 2.74 -6.36 0.07
H -4.40 3.82 -5.82 0.07
H -4.52 3.34 -7.51 0.06
H -3.12 1.59 -7.09 0.09
H -4.38 0.90 -6.08 0.10
H -2.07 1.19 -5.03 0.10
H -2.39 2.93 -5.02 0.10
H -4.69 2.05 -3.88 0.11
H -3.69 0.70 -3.42 0.10
H -3.99 2.86 -1.85 0.10
H -2.75 3.54 -2.93 0.10
H -1.18 1.86 -2.40 0.10
H -1.67 2.62 -0.91 0.11
H -1.37 0.23 -0.68 0.10
H -2.47 -0.14 -1.98 0.10
H -3.06 0.57 0.87 0.11
H -4.08 1.36 -0.31 0.10
H -5.35 -0.48 0.01 0.11
H -4.43 -1.02 -1.36 0.11
H -4.11 -2.92 -0.05 0.12
H -4.62 -2.08 1.37 0.11
H -2.42 -1.30 1.89 0.14
H -1.86 -1.56 0.25 0.09
H -2.31 -4.60 3.03 0.09
H -3.63 -3.52 2.66 0.15
H -5.01 -6.16 2.11 0.13
H -3.50 -6.42 2.99 0.12
H -4.48 -8.21 1.30 0.13
H -2.74 -8.02 1.43 0.10
H -1.89 -6.26 -0.66 0.09
H -1.78 -8.03 -0.52 0.11
H -3.55 -7.74 -2.64 0.08
H -1.80 -7.93 -2.83 0.07
H -2.52 -6.34 -2.85 0.07
H 3.22 -1.24 1.65 0.09
H 2.95 -2.92 2.15 0.08
H 4.55 -2.36 1.74 0.09
H 4.35 -1.77 -1.64 0.10
H 5.44 -2.28 -0.35 0.08
H 4.61 -3.48 -1.41 0.09
H 3.46 -5.11 0.36 0.02
H 2.50 -6.20 2.10 0.01
H 2.03 -7.95 0.31 -0.02
C 0.67 -0.98 -4.91 -0.11
O -0.54 -1.21 -5.61 -0.20
C -0.37 -1.32 -7.01 -0.20
C -0.33 -2.76 -7.47 -0.20
O 0.79 -3.46 -6.95 -0.19
C 0.49 -4.24 -5.81 -0.12
H 0.49 -1.21 -3.86 0.08
H 1.48 -1.61 -5.28 0.08
H 0.97 0.08 -4.99 0.09
H 0.54 -0.80 -7.33 0.13
H -1.22 -0.83 -7.48 0.12
H -0.25 -2.78 -8.56 0.13
H -1.26 -3.27 -7.19 0.13
H 0.01 -5.18 -6.10 0.09
H -0.15 -3.71 -5.10 0.08
H 1.44 -4.48 -5.32 0.09
C 3.11 4.48 4.34 -0.10
O 2.26 4.32 3.21 -0.19
C 2.94 3.99 2.02 -0.20
C 2.89 2.51 1.72 -0.20
O 3.56 1.73 2.70 -0.20
C 2.70 1.18 3.67 -0.12
H 2.49 4.42 5.23 0.09
H 3.87 3.69 4.38 0.08
H 3.60 5.45 4.30 0.08
H 3.98 4.33 2.07 0.13
H 2.45 4.52 1.20 0.12
H 3.39 2.33 0.76 0.12
H 1.85 2.18 1.63 0.12
H 2.18 0.29 3.27 0.07
H 1.95 1.90 4.02 0.09
H 3.30 0.87 4.53 0.09
C -1.71 -5.77 5.91 -0.12
O -3.01 -5.24 6.02 -0.20
C -3.47 -5.13 7.36 -0.19
C -3.30 -3.73 7.91 -0.20
O -1.94 -3.35 7.99 -0.18
C -1.50 -2.54 6.92 -0.12
H -1.35 -5.52 4.91 0.04
H -1.02 -5.35 6.64 0.09
H -1.72 -6.86 6.02 0.09
H -2.95 -5.85 8.00 0.13
H -4.53 -5.38 7.36 0.13
H -3.71 -3.70 8.92 0.13
H -3.86 -3.01 7.30 0.13
H -1.83 -1.51 7.04 0.09
H -1.87 -2.92 5.95 0.07
H -0.41 -2.57 6.91 0.09
C 0.63 7.17 -2.53 -0.10
O 1.72 6.26 -2.54 -0.19
C 1.38 4.95 -2.12 -0.21
C 1.15 4.02 -3.29 -0.21
O 0.03 4.39 -4.06 -0.21
C 0.36 5.13 -5.23 -0.10
H 0.91 8.02 -3.14 0.09
H -0.27 6.71 -2.94 0.08
H 0.42 7.51 -1.51 0.09
H 0.50 4.97 -1.47 0.13
H 2.23 4.57 -1.53 0.12
H 0.95 3.01 -2.90 0.11
H 2.05 3.96 -3.91 0.13
H 0.71 4.45 -6.02 0.09
H 1.12 5.88 -5.04 0.09
H -0.55 5.62 -5.57 0.09
C 5.61 10.60 4.42 -0.11
O 6.84 10.03 3.99 -0.19
C 7.07 8.72 4.48 -0.21
C 6.71 7.65 3.48 -0.21
O 5.32 7.64 3.18 -0.21
C 4.99 8.32 1.98 -0.11
H 5.39 11.43 3.76 0.09
H 4.79 9.88 4.37 0.08
H 5.70 10.97 5.45 0.09
H 6.52 8.56 5.42 0.13
H 8.14 8.65 4.70 0.13
H 6.96 6.68 3.90 0.12
H 7.30 7.78 2.56 0.13
H 5.22 7.70 1.10 0.09
H 5.53 9.27 1.89 0.08
H 3.93 8.52 2.00 0.09
```

Values from the calculation:
- HOMO-LUMO gap (eV) = 7.3
- highest occupied orbital energy (eV) = -10.396
- total charge = +1
- DFT total energy (eV) = -99331.2656